The following is a quantum chemistry calculation of a cluster of 10 separate species, C39H53FN6O3 in total in a non-equilibrium geometry, from OMol25.

Last columns: bonded neighbours and bond lengths (Å).
Atoms and positions in Å:
1 N 3.46898 -4.22269 -3.07612  C2 1.367, C5 1.374, H6 1.010
2 C 2.52809 -3.26937 -2.80314  N1 1.367, C3 1.352, H7 1.080
3 C 1.33821 -3.61390 -3.34471  C2 1.352, C4 1.396, H8 1.080
4 C 1.52831 -4.78894 -4.07432  C3 1.396, C5 1.404, H9 1.080
5 C 2.83740 -5.21073 -3.79229  N1 1.374, C4 1.404, H10 1.080
6 H 4.46601 -4.12447 -2.94811  N1 1.010
7 H 2.93646 -2.43790 -2.24790  C2 1.080
8 H 0.44261 -3.01451 -3.27353  C3 1.080
9 H 0.91051 -5.33571 -4.77130  C4 1.080
10 H 3.44343 -6.02969 -4.15068  C5 1.080
11 N -1.67926 -0.84534 5.46919  C12 1.384, C15 1.371, H16 1.010
12 C -2.25210 -1.20379 4.26154  N11 1.384, C13 1.403, H17 1.080
13 C -1.51158 -2.29627 3.78522  C12 1.403, C14 1.375, H18 1.080
14 C -0.56701 -2.65535 4.71746  C13 1.375, C15 1.407, H19 1.080
15 C -0.70505 -1.75531 5.78973  N11 1.371, C14 1.407, H20 1.080
16 H -2.05364 -0.12323 6.06794  N11 1.010
17 H -3.06823 -0.69620 3.76891  C12 1.080
18 H -1.68440 -2.83464 2.86505  C13 1.080
19 H 0.10608 -3.49122 4.59644  C14 1.080
20 H -0.14894 -1.67888 6.71239  C15 1.080
21 N -5.11549 0.27695 0.03176  C22 1.352, C25 1.364, H26 1.010
22 C -5.92275 0.39965 1.10872  N21 1.352, C23 1.403, H27 1.080
23 C -5.43757 -0.45055 2.11444  C22 1.403, C24 1.377, H28 1.080
24 C -4.42475 -1.15601 1.50459  C23 1.377, C25 1.346, H29 1.080
25 C -4.10797 -0.59616 0.32233  N21 1.364, C24 1.346, H30 1.080
26 H -5.22067 0.73075 -0.86440  N21 1.010
27 H -6.82448 0.99403 1.10818  C22 1.080
28 H -5.88403 -0.50246 3.09647  C23 1.080
29 H -3.84776 -1.93489 1.98085  C24 1.080
30 H -3.40144 -0.88124 -0.44314  C25 1.080
31 N 0.91451 -0.60363 3.44602  C32 1.358, C35 1.372, H36 1.010
32 C 1.30510 0.67708 3.67538  N31 1.358, C33 1.397, H37 1.080
33 C 2.32918 0.97573 2.77275  C32 1.397, C34 1.373, H38 1.080
34 C 2.32157 -0.05922 1.87085  C33 1.373, C35 1.362, H39 1.080
35 C 1.49728 -1.05915 2.29038  N31 1.372, C34 1.362, H40 1.080
36 H 0.25915 -1.11762 4.01735  N31 1.010
37 H 0.94142 1.17062 4.56452  C32 1.080
38 H 2.94165 1.85684 2.65056  C33 1.080
39 H 2.91477 -0.06396 0.96836  C34 1.080
40 H 1.24199 -2.02280 1.87491  C35 1.080
41 N 6.02737 1.13662 -1.90589  C42 1.377, C45 1.325, H46 1.010
42 C 5.90867 1.31724 -3.26630  N41 1.377, C43 1.390, H47 1.080
43 C 4.60661 1.00978 -3.64314  C42 1.390, C44 1.355, H48 1.080
44 C 3.85702 0.78187 -2.53788  C43 1.355, C45 1.397, H49 1.080
45 C 4.78311 0.92462 -1.50143  N41 1.325, C44 1.397, H50 1.080
46 H 6.88114 1.19611 -1.36957  N41 1.010
47 H 6.78525 1.54632 -3.85410  C42 1.080
48 H 4.25875 1.06209 -4.66425  C43 1.080
49 H 2.79319 0.59658 -2.55621  C44 1.080
50 H 4.56662 0.77842 -0.45350  C45 1.080
51 N -0.08058 0.61102 -0.07447  C52 1.370, C55 1.361, H56 1.010
52 C -0.83335 -0.52991 0.02096  N51 1.370, C53 1.399, H57 1.080
53 C -1.08082 -0.96404 -1.28531  C52 1.399, C54 1.365, H58 1.080
54 C -0.45544 -0.10297 -2.13947  C53 1.365, C55 1.360, H59 1.080
55 C 0.18586 0.83424 -1.39073  N51 1.361, C54 1.360, H60 1.080
56 H 0.23028 1.12048 0.74034  N51 1.010
57 H -1.12764 -0.93511 0.97784  C52 1.080
58 H -1.62703 -1.86276 -1.53103  C53 1.080
59 H -0.43212 -0.13398 -3.21878  C54 1.080
60 H 0.74616 1.70988 -1.68352  C55 1.080
61 F 1.98433 2.97398 0.66639  C62 1.306
62 C 2.25926 4.19909 0.30571  F61 1.306, C63 1.434, C67 1.383
63 C 1.75635 5.31889 1.04624  C62 1.434, C64 1.385, H68 1.080
64 C 1.93347 6.58134 0.50551  C63 1.385, C65 1.374, H69 1.080
65 C 2.63275 6.79905 -0.65688  C64 1.374, C66 1.381, H70 1.080
66 C 3.22935 5.69228 -1.22782  C65 1.381, C67 1.380, H71 1.080
67 C 3.07416 4.39115 -0.79472  C62 1.383, C66 1.380, H72 1.080
68 H 1.21273 5.14664 1.96342  C63 1.080
69 H 1.54003 7.44650 1.01845  C64 1.080
70 H 2.77799 7.77574 -1.09435  C65 1.080
71 H 3.92963 5.85457 -2.03385  C66 1.080
72 H 3.45514 3.51643 -1.30081  C67 1.080
73 C -2.91582 2.06257 -2.93726  C74 1.536, H77 1.090, H78 1.090, H79 1.090
74 C -3.99862 1.04376 -3.32387  C73 1.536, O75 1.232, C76 1.510
75 O -5.17811 1.21324 -3.00914  C74 1.232
76 C -3.53773 -0.14133 -4.13784  C74 1.510, H80 1.090, H81 1.090, H82 1.090
77 H -3.42114 2.88656 -2.43349  C73 1.090
78 H -2.36045 2.40988 -3.80849  C73 1.090
79 H -2.29815 1.60711 -2.16320  C73 1.090
80 H -4.30258 -0.89971 -4.30502  C76 1.090
81 H -2.73374 -0.58956 -3.55405  C76 1.090
82 H -3.12812 0.18416 -5.09407  C76 1.090
83 C 1.02387 -4.10271 -0.02222  C84 1.531, H87 1.090, H88 1.090, H89 1.090
84 C 0.51933 -5.11927 1.00492  C83 1.531, O85 1.195, C86 1.511
85 O 0.74687 -4.99157 2.17156  C84 1.195
86 C -0.35988 -6.25708 0.54209  C84 1.511, H90 1.090, H91 1.090, H92 1.090
87 H 1.49733 -4.67376 -0.82085  C83 1.090
88 H 1.72154 -3.35854 0.36194  C83 1.090
89 H 0.18219 -3.54215 -0.42897  C83 1.090
90 H 0.09978 -6.81323 -0.27492  C86 1.090
91 H -1.30991 -5.86573 0.17821  C86 1.090
92 H -0.50256 -6.84028 1.45184  C86 1.090
93 C -2.76411 2.81779 0.38279  C94 1.571, H97 1.090, H98 1.090, H99 1.090
94 C -1.97140 3.52792 1.53874  C93 1.571, O95 1.180, C96 1.531
95 O -1.70791 4.67735 1.48713  C94 1.180
96 C -1.73519 2.70446 2.80723  C94 1.531, H100 1.090, H101 1.090, H102 1.090
97 H -2.67022 1.73186 0.37605  C93 1.090
98 H -2.46197 3.13173 -0.61633  C93 1.090
99 H -3.82145 3.07832 0.43041  C93 1.090
100 H -1.56022 3.34203 3.67382  C96 1.090
101 H -1.03145 1.87278 2.77330  C96 1.090
102 H -2.61398 2.10552 3.04621  C96 1.090

Max |F|: 4.42 eV/A
SMILES: c1cc[nH]c1.c1cc[nH]c1.c1cc[nH]c1.c1cc[nH]c1.c1cc[nH]c1.c1cc[nH]c1.Fc1ccccc1.CC(C)=O.CC(C)=O.CC(C)=O
Total energy: -59099.9172 eV
HOMO level: -0.288 Ha
Spin multiplicity: 1

Results of the Mulliken charge analysis, in e, for atoms 1 through 8: number 1, N, carries 0.01; number 2, C, carries -1.10; number 3, C, carries 0.26; number 4, C, carries -0.95; number 5, C, carries -0.42; number 6, H, carries 0.22; number 7, H, carries 0.70; number 8, H, carries 0.45


The following is a quantum chemistry calculation of the molecule C9H17NOSi in a non-equilibrium geometry, from OMol25.

Last columns: bonded neighbours and bond lengths (Å).
Atoms and positions in Å:
1 C -2.70987 -1.64107 -0.68483  C2 1.440, C3 1.419, H13 1.148
2 C -1.50119 -2.40779 -0.84434  C1 1.440, C4 1.437, H14 1.030
3 C -2.75908 -0.35276 -0.09269  C1 1.419, C5 1.347, H15 1.054
4 C -0.21778 -1.76215 -0.82115  C2 1.437, N10 1.276, H16 1.064
5 C -2.02707 0.07166 0.95545  C3 1.347, O11 1.369, H17 1.090
6 C -2.45139 2.46120 0.43872  O11 1.513, H18 1.115, H19 1.199, H20 1.029
7 C 2.95204 -0.19034 -1.51520  Si12 1.998, H21 1.108, H22 1.079, H23 1.054
8 C 2.70063 -1.01092 1.47194  Si12 1.900, H24 1.004, H25 1.082, H26 1.124
9 C 1.41283 1.74157 0.50325  Si12 1.886, H27 1.136, H28 1.093, H29 1.170
10 N 0.24364 -0.86900 -0.03575  C4 1.276, Si12 1.746
11 O -1.89272 1.37934 1.33710  C5 1.369, C6 1.513
12 Si 1.78643 -0.06316 0.10259  C7 1.998, C8 1.900, C9 1.886, N10 1.746
13 H -3.66423 -2.06704 -1.16027  C1 1.148
14 H -1.61017 -3.24039 -1.44137  C2 1.030
15 H -3.37541 0.31556 -0.62648  C3 1.054
16 H 0.29048 -2.14255 -1.67444  C4 1.064
17 H -1.54074 -0.52657 1.72610  C5 1.090
18 H -2.07513 2.38248 -0.60771  C6 1.115
19 H -2.00773 3.51191 0.80983  C6 1.199
20 H -3.47245 2.38274 0.54396  C6 1.029
21 H 2.48973 -0.76940 -2.33836  C7 1.108
22 H 3.01899 0.84790 -1.80129  C7 1.079
23 H 3.90384 -0.62547 -1.38840  C7 1.054
24 H 3.69279 -0.91921 1.34682  C8 1.004
25 H 2.50999 -0.61536 2.46124  C8 1.082
26 H 2.36967 -2.08268 1.53968  C8 1.124
27 H 1.27781 1.89542 1.62024  C9 1.136
28 H 2.27525 2.32611 0.17432  C9 1.093
29 H 0.38085 1.96997 0.00102  C9 1.170

Max |F|: 5.67 eV/A
SMILES: CO/C=C/C=C\C=N\[Si](C)(C)C
Total energy: -21021.6605 eV
HOMO level: -0.292 Ha
Spin multiplicity: 1

Results of the Mulliken charge analysis, in e, for atoms 1 through 8: number 1, C, carries -0.29; number 2, C, carries -1.13; number 3, C, carries -0.23; number 4, C, carries 0.50; number 5, C, carries -0.06; number 6, C, carries -0.84; number 7, C, carries -1.16; number 8, C, carries -1.18


Listing HOMO-LUMO gap for the structures above in their given order: 0.3115; 0.3122 Ha.